ORCA calculation (wB97M-V/def2-TZVPD) on a cluster of 15 separate species, C60H165N15O15 in total.

Cartesian coordinates (Å):
C1 6.437 -1.214 -0.121
C2 4.902 -1.602 0.136
C3 4.716 -2.237 1.472
O1 5.544 -3.294 1.562
C4 5.312 -4.118 2.714
N1 3.897 -0.498 -0.094
H1 6.756 -0.583 0.753
H2 6.520 -0.645 -1.019
H3 7.060 -2.018 -0.024
H4 4.659 -2.328 -0.594
H5 3.664 -2.515 1.522
H6 4.883 -1.507 2.264
H7 5.073 -3.475 3.565
H8 6.207 -4.719 3.007
H9 4.437 -4.799 2.595
H10 4.247 0.254 0.434
H11 3.733 -0.306 -1.073
C5 -3.864 3.411 -1.903
C6 -2.829 3.927 -0.912
C7 -3.524 4.659 0.268
O2 -2.507 5.352 1.112
C8 -2.929 6.623 1.572
N2 -1.916 2.872 -0.539
H12 -4.590 4.175 -2.166
H13 -4.361 2.462 -1.652
H14 -3.282 3.138 -2.791
H15 -2.201 4.741 -1.468
H16 -4.089 3.943 0.891
H17 -4.137 5.400 -0.197
H18 -3.580 6.513 2.516
H19 -3.523 7.136 0.791
H20 -2.025 7.183 1.860
H21 -1.055 3.273 -0.176
H22 -2.363 2.323 0.162
C9 -0.228 -2.668 6.929
C10 0.380 -3.733 6.041
C11 1.726 -3.121 5.515
O3 1.663 -1.805 5.037
C12 0.820 -1.599 3.900
N3 0.750 -4.986 6.688
H23 -1.263 -2.825 7.170
H24 -0.110 -1.683 6.595
H25 0.279 -2.613 7.909
H26 -0.314 -3.951 5.193
H27 2.189 -3.884 4.808
H28 2.385 -3.086 6.385
H29 1.453 -1.449 3.020
H30 0.171 -0.745 4.081
H31 0.109 -2.404 3.798
H32 1.400 -4.776 7.446
H33 -0.061 -5.463 7.029
C13 0.807 -5.566 -5.586
C14 -0.316 -4.564 -5.278
C15 -1.144 -5.076 -4.156
O4 -2.373 -4.444 -4.022
C16 -2.841 -4.529 -2.661
N4 0.335 -3.290 -5.002
H34 0.391 -6.493 -6.025
H35 1.368 -5.819 -4.711
H36 1.432 -5.238 -6.402
H37 -0.948 -4.697 -6.149
H38 -0.576 -5.010 -3.194
H39 -1.289 -6.178 -4.221
H40 -2.029 -4.244 -1.986
H41 -3.137 -5.590 -2.430
H42 -3.681 -3.828 -2.630
H43 0.781 -3.453 -4.114
H44 -0.401 -2.625 -4.802
C17 -7.543 2.798 1.303
C18 -7.240 1.743 0.224
C19 -6.348 0.578 0.655
O5 -5.008 1.034 0.854
C20 -4.152 -0.067 1.002
N5 -8.523 1.113 -0.177
H45 -8.051 3.679 0.908
H46 -6.679 3.112 1.893
H47 -8.167 2.160 1.996
H48 -6.771 2.180 -0.702
H49 -6.390 -0.207 -0.110
H50 -6.701 0.083 1.541
H51 -4.089 -0.643 0.064
H52 -4.461 -0.709 1.852
H53 -3.161 0.258 1.373
H54 -8.415 0.511 -0.976
H55 -8.904 0.638 0.632
C21 -3.167 0.639 -3.370
C22 -3.234 -0.843 -3.628
C23 -4.641 -1.362 -3.705
O6 -5.339 -1.288 -2.389
C24 -6.504 -2.050 -2.485
N6 -2.537 -1.168 -4.876
H56 -3.743 1.161 -4.211
H57 -2.172 1.104 -3.319
H58 -3.603 0.902 -2.394
H59 -2.647 -1.362 -2.837
H60 -4.689 -2.407 -4.065
H61 -5.328 -0.749 -4.362
H62 -7.079 -1.763 -3.376
H63 -7.102 -1.974 -1.586
H64 -6.260 -3.146 -2.690
H65 -3.206 -0.916 -5.588
H66 -2.419 -2.176 -4.917
C25 6.556 4.443 3.837
C26 6.138 3.209 3.152
C27 4.900 2.551 3.717
O7 4.774 1.340 3.086
C28 3.639 0.634 3.608
N7 5.770 3.394 1.693
H67 7.597 4.548 3.960
H68 6.264 4.643 4.837
H69 6.130 5.339 3.308
H70 6.987 2.511 3.202
H71 4.017 3.272 3.582
H72 5.047 2.441 4.837
H73 3.703 0.520 4.675
H74 3.651 -0.369 3.119
H75 2.689 1.073 3.339
H76 5.559 2.402 1.380
H77 6.602 3.592 1.108
C29 2.329 -7.564 1.604
C30 1.405 -7.370 2.775
C31 1.334 -8.731 3.419
O8 0.528 -8.854 4.628
C32 -0.763 -8.274 4.515
N8 1.777 -6.350 3.714
H78 1.827 -8.133 0.834
H79 3.284 -7.964 1.872
H80 2.604 -6.561 1.198
H81 0.385 -7.119 2.509
H82 2.347 -9.027 3.713
H83 0.991 -9.523 2.747
H84 -0.758 -7.196 4.496
H85 -1.262 -8.459 5.481
H86 -1.278 -8.692 3.667
H87 0.997 -6.282 4.392
H88 2.603 -6.750 4.261
C33 4.016 -1.827 -3.567
C34 4.537 -0.442 -3.440
C35 5.086 0.094 -4.810
O9 5.925 -0.755 -5.577
C36 5.626 -0.826 -7.011
N9 3.543 0.542 -2.967
H89 4.746 -2.564 -3.917
H90 3.165 -1.891 -4.272
H91 3.565 -2.161 -2.564
H92 5.382 -0.415 -2.711
H93 5.630 0.980 -4.376
H94 4.158 0.456 -5.367
H95 5.299 0.148 -7.370
H96 4.910 -1.613 -7.192
H97 6.465 -1.167 -7.560
H98 3.974 1.470 -2.879
H99 2.928 0.620 -3.757
C37 -0.369 7.583 -1.258
C38 0.062 7.316 -2.700
C39 0.654 5.900 -2.881
O10 1.814 5.726 -2.086
C40 2.932 5.151 -2.753
N10 -1.155 7.457 -3.500
H100 -1.033 8.494 -1.264
H101 0.492 7.634 -0.671
H102 -0.929 6.716 -0.862
H103 0.863 8.029 -2.966
H104 0.832 5.596 -3.889
H105 -0.091 5.156 -2.446
H106 2.713 4.192 -3.173
H107 3.755 5.059 -1.962
H108 3.289 5.850 -3.578
H109 -0.843 7.465 -4.454
H110 -1.561 8.390 -3.326
C41 0.667 0.514 0.198
C42 0.490 0.055 -1.236
C43 -0.450 -1.126 -1.407
O11 -0.173 -2.126 -0.477
C44 0.878 -2.960 -0.815
N11 0.142 1.109 -2.142
H111 1.268 -0.113 0.830
H112 -0.341 0.691 0.622
H113 1.160 1.490 0.077
H114 1.417 -0.359 -1.548
H115 -0.385 -1.547 -2.427
H116 -1.467 -0.840 -1.208
H117 0.825 -3.916 -0.290
H118 1.829 -2.489 -0.636
H119 0.825 -3.139 -1.857
H120 -0.516 1.771 -1.797
H121 1.023 1.666 -2.314
C45 -2.974 -3.539 3.694
C46 -2.031 -3.721 2.539
C47 -2.481 -4.898 1.562
O12 -2.475 -6.184 2.242
C48 -3.566 -7.066 2.016
N12 -1.974 -2.399 1.811
H122 -3.950 -3.184 3.283
H123 -2.560 -2.794 4.412
H124 -3.253 -4.427 4.165
H125 -1.030 -3.953 2.844
H126 -1.794 -5.033 0.688
H127 -3.525 -4.679 1.280
H128 -3.338 -7.804 1.230
H129 -4.473 -6.483 1.724
H130 -3.755 -7.559 2.998
H131 -2.800 -1.812 1.716
H132 -1.396 -2.213 1.008
C49 -3.278 4.007 3.827
C50 -3.276 2.532 3.523
C51 -2.074 1.783 4.071
O13 -2.107 1.881 5.454
C52 -0.815 1.637 5.939
N13 -4.589 2.021 4.023
H133 -4.060 4.573 3.330
H134 -2.323 4.446 3.589
H135 -3.517 4.124 4.901
H136 -3.295 2.331 2.444
H137 -1.100 2.153 3.716
H138 -2.126 0.740 3.709
H139 -0.444 0.626 5.853
H140 -0.857 1.839 6.998
H141 -0.048 2.333 5.517
H142 -4.618 1.893 5.036
H143 -4.871 1.159 3.613
C53 2.558 3.928 0.978
C54 1.294 4.602 1.504
C55 1.719 5.789 2.264
O14 2.656 5.443 3.290
C56 1.947 4.835 4.335
N14 0.288 4.793 0.488
H144 3.242 3.378 1.655
H145 3.183 4.565 0.380
H146 2.200 3.100 0.329
H147 0.848 3.888 2.213
H148 0.861 6.410 2.602
H149 2.302 6.433 1.582
H150 1.133 5.478 4.563
H151 2.697 4.702 5.069
H152 1.457 3.874 4.068
H153 -0.520 5.270 0.856
H154 0.582 5.452 -0.211
C57 0.507 3.289 -4.998
C58 0.213 2.004 -5.749
C59 0.565 2.049 -7.286
O15 -0.138 3.139 -7.876
C60 0.213 3.215 -9.317
N15 1.101 0.876 -5.181
H155 -0.211 4.069 -5.330
H156 1.435 3.763 -5.237
H157 0.463 3.152 -3.918
H158 -0.813 1.715 -5.615
H159 0.275 1.143 -7.781
H160 1.647 2.199 -7.404
H161 0.240 2.281 -9.817
H162 1.206 3.680 -9.402
H163 -0.431 3.831 -9.887
H164 0.745 -0.015 -5.569
H165 0.637 0.650 -4.264

Computed properties:
**ΔE to the lowest compared entry with this formula, charge and spin**: 541.5 kJ/mol
**HOMO-LUMO gap**: 9.09 eV